[1]
{
  "formula": "C23H18N6O5Ta",
  "method": "ωB97M-V/def2-TZVPD",
  "species": ["Ta", "C", "N", "C", "C", "N", "C", "C", "C", "C", "C", "C", "N", "C", "N", "C", "C", "C", "C", "C", "C", "N", "H", "H", "H", "H", "H", "H", "H", "H", "H", "H", "H", "H", "H", "H", "H", "O", "C", "C", "C", "N", "C", "C", "C", "O", "O", "C", "O", "O", "H", "H", "H"],
  "positions_angstrom": [[0.48714, 0.00710, 0.20001], [1.97085, -1.86450, 2.37105], [1.59773, -0.43460, 2.22747], [0.85368, 0.13233, 3.37953], [0.24255, 1.39108, 2.86187], [0.10149, 1.55909, 1.53260], [-0.55679, 2.80031, 1.35374], [-0.93663, 3.48085, 0.20512], [-1.56443, 4.69853, 0.38647], [-1.79739, 5.22726, 1.66523], [-1.40843, 4.56026, 2.81023], [-0.78479, 3.33664, 2.61731], [-0.25909, 2.40835, 3.52896], [1.04139, -2.64411, 1.50580], [0.29740, -2.02922, 0.56096], [-0.43835, -3.05881, -0.09714], [-1.37178, -3.02902, -1.12529], [-1.90587, -4.24237, -1.51789], [-1.53165, -5.45059, -0.91364], [-0.60941, -5.48770, 0.11308], [-0.07991, -4.26586, 0.49763], [0.84564, -3.94359, 1.50005], [1.93094, -2.19333, 3.41077], [2.99705, -1.99969, 2.02191], [2.46041, 0.09854, 2.11654], [1.50115, 0.30533, 4.24088], [0.06684, -0.56580, 3.67787], [-0.74345, 3.09872, -0.78958], [-1.88142, 5.26676, -0.47706], [-2.28969, 6.18575, 1.75385], [-1.58174, 4.97287, 3.79479], [-0.26578, 2.50520, 4.53723], [-1.69873, -2.11635, -1.59855], [-2.64068, -4.26125, -2.31091], [-1.98046, -6.37238, -1.25679], [-0.32198, -6.41603, 0.58784], [1.29287, -4.60707, 2.12136], [0.79368, 1.51013, -5.79228], [0.65861, 1.19869, -4.53425], [-0.59060, 1.01908, -3.88929], [-0.57798, 0.69088, -2.56506], [0.56164, 0.53735, -1.86811], [1.75122, 0.71022, -2.47584], [1.85588, 1.03804, -3.79318], [2.88548, 0.49539, -1.51835], [4.03824, 0.56163, -1.73018], [2.34414, 0.18420, -0.27046], [-1.77698, 0.45195, -1.69043], [-2.91315, 0.49723, -1.98727], [-1.31636, 0.13289, -0.41603], [-0.03872, 1.61347, -6.28061], [-1.53261, 1.13276, -4.41259], [2.81881, 1.17338, -4.26936]],
  "forces_ev_per_a": [[0.010, 0.027, -0.137], [-0.018, 0.002, -0.002], [0.032, -0.003, 0.029], [-0.029, -0.008, -0.002], [0.007, -0.028, -0.005], [-0.012, 0.019, 0.074], [0.013, -0.004, -0.001], [-0.013, 0.002, 0.001], [0.003, -0.005, -0.006], [0.000, -0.001, 0.003], [-0.004, 0.008, 0.008], [0.009, 0.001, -0.030], [0.002, 0.011, 0.007], [0.008, 0.002, 0.016], [-0.002, -0.053, 0.056], [0.008, 0.000, -0.002], [-0.004, -0.007, -0.011], [0.002, 0.006, 0.001], [0.004, -0.003, 0.002], [-0.003, -0.008, 0.000], [-0.017, 0.014, -0.007], [0.009, 0.002, 0.003], [0.001, -0.002, -0.001], [-0.001, 0.000, -0.003], [-0.007, 0.007, -0.011], [0.005, 0.008, -0.003], [0.007, 0.002, 0.013], [-0.003, 0.007, 0.000], [0.003, -0.004, -0.003], [0.000, 0.000, 0.005], [0.001, -0.002, 0.001], [0.000, 0.004, -0.001], [0.002, 0.000, 0.001], [0.000, 0.005, 0.000], [0.002, -0.002, 0.002], [0.001, 0.001, 0.001], [-0.002, -0.004, -0.002], [0.008, 0.004, -0.013], [-0.013, -0.008, 0.022], [0.022, 0.000, 0.007], [-0.070, 0.021, -0.026], [0.010, -0.020, 0.089], [0.033, 0.027, -0.065], [-0.012, -0.001, -0.001], [0.030, -0.001, 0.006], [-0.013, 0.000, -0.004], [-0.035, -0.003, -0.003], [0.028, -0.013, 0.043], [0.004, 0.013, -0.032], [-0.010, -0.014, -0.028], [-0.003, -0.001, 0.004], [0.001, 0.001, -0.002], [0.005, -0.001, 0.007]],
  "e_above_lowest_ev": 0.0000,
  "homo_lumo_gap_ev": 7.2341,
  "max_force_ev_per_a": 0.14,
  "total_charge": 3,
  "e_lumo_ev": -10.50,
  "mol_weight_da": 639.4
}

=====

[2]
{
  "formula": "C36H55N4OP2ReSe",
  "method": "ωB97M-V/def2-TZVPD",
  "species": ["C", "C", "C", "C", "C", "H", "H", "H", "N", "P", "P", "C", "H", "H", "C", "H", "C", "C", "C", "C", "C", "H", "H", "H", "C", "H", "H", "H", "C", "H", "H", "H", "C", "H", "H", "H", "C", "H", "H", "H", "C", "H", "H", "H", "C", "H", "H", "H", "C", "H", "H", "H", "C", "H", "H", "H", "C", "H", "H", "H", "C", "H", "H", "H", "C", "H", "H", "H", "Re", "C", "O", "N", "C", "C", "C", "C", "C", "H", "C", "H", "C", "H", "H", "H", "C", "N", "C", "C", "N", "C", "C", "Se", "H", "H", "H", "H", "H", "H", "H", "H"],
  "positions_angstrom": [[-1.73706, -1.42981, -2.39157], [0.52023, -1.74663, -2.27439], [-1.81741, -2.21849, -3.54541], [0.50304, -2.70688, -3.29306], [-0.69995, -2.94478, -3.94914], [-2.74816, -2.22729, -4.10770], [1.44928, -3.13794, -3.61312], [-0.74797, -3.62444, -4.80227], [-0.63304, -1.45732, -1.62110], [-2.71006, -0.12395, -0.17766], [2.65961, -0.47999, -0.54032], [-2.77644, -0.40348, -2.02976], [-2.59972, 0.56987, -2.52770], [-3.76543, -0.74482, -2.34310], [1.56091, -0.66990, -2.27471], [2.27209, -0.86530, -3.08216], [4.01033, 0.63249, -1.35620], [3.32404, -1.27201, 1.16054], [-3.45147, 1.60949, 0.01051], [-3.89120, -1.53441, 0.32038], [3.59790, 2.06249, -0.97861], [3.48902, 2.18978, 0.10447], [4.37370, 2.75312, -1.34470], [2.64809, 2.34196, -1.45458], [5.43435, 0.29912, -0.87692], [5.58982, 0.40786, 0.19507], [5.72126, -0.71219, -1.19263], [6.13871, 0.99207, -1.36350], [4.15373, 0.57259, -2.89365], [4.96057, 1.27144, -3.15119], [4.47111, -0.42405, -3.22604], [3.27246, 0.88559, -3.45878], [3.87911, -0.15472, 2.05166], [3.05874, 0.48080, 2.42220], [4.38229, -0.61401, 2.91890], [4.59840, 0.50653, 1.56249], [2.27842, -2.01562, 1.99452], [1.56347, -1.33833, 2.48007], [1.72452, -2.75873, 1.41008], [2.80136, -2.55168, 2.80791], [4.31714, -2.32320, 0.67325], [5.18463, -1.89526, 0.16994], [4.68026, -2.92052, 1.52338], [3.80327, -2.99637, -0.02635], [-4.17017, -1.43472, 1.82567], [-4.71066, -2.34447, 2.12924], [-3.24289, -1.39340, 2.41330], [-4.80795, -0.57823, 2.07083], [-3.24670, -2.90853, 0.03202], [-2.91150, -2.99947, -1.00720], [-2.41181, -3.13045, 0.70061], [-4.01966, -3.67452, 0.19889], [-5.21437, -1.53634, -0.46052], [-5.86370, -2.29582, 0.00225], [-5.75123, -0.58598, -0.42379], [-5.07981, -1.82989, -1.50954], [-2.48238, 2.63814, -0.60821], [-2.28860, 2.44875, -1.67331], [-2.92118, 3.64490, -0.50588], [-1.51285, 2.63935, -0.08645], [-3.55845, 1.87764, 1.51580], [-2.57596, 1.74975, 1.99409], [-3.88676, 2.91538, 1.68007], [-4.27077, 1.20937, 2.01072], [-4.82110, 1.73014, -0.66776], [-4.82185, 1.33684, -1.69322], [-5.61414, 1.24932, -0.08260], [-5.07892, 2.79857, -0.72626], [-0.48371, -0.08261, 0.12954], [-0.73898, -1.44861, 1.45636], [-0.91355, -2.28225, 2.28496], [0.27625, 1.06479, -1.31571], [0.93511, 0.62141, -2.35250], [0.91650, 1.51522, -3.53568], [0.72560, 2.88129, -3.26164], [1.07201, 1.06445, -4.85907], [0.75798, 3.81970, -4.29161], [0.60991, 3.19681, -2.22068], [1.07279, 2.00311, -5.90014], [1.20684, 0.00240, -5.06111], [0.93832, 3.36999, -5.61220], [0.65729, 4.87952, -4.04637], [1.20011, 1.66487, -6.93218], [0.97490, 4.09897, -6.42124], [0.27623, -0.09219, 4.69146], [-0.43038, 1.15923, 4.49598], [-1.14676, 1.83955, 5.47242], [-1.53913, 3.01936, 4.93033], [-1.05409, 3.05308, 3.63095], [-1.18456, 4.17831, 2.71960], [-0.42216, 1.88006, 3.34519], [0.44832, 1.47621, 1.71109], [-0.21029, -0.90822, 4.14308], [0.27716, -0.31416, 5.76343], [1.31191, 0.00368, 4.34157], [-1.28897, 1.42528, 6.45375], [-2.09088, 3.84320, 5.34700], [-2.22872, 4.30244, 2.40486], [-0.85071, 5.09463, 3.22107], [-0.55706, 3.99297, 1.84150]],
  "forces_ev_per_a": [[-0.499, -0.385, -0.304], [-0.670, -0.899, -0.625], [0.013, 0.162, 0.023], [0.541, 0.643, 0.283], [-0.558, -0.429, 0.315], [0.261, 0.010, -0.001], [-0.190, 0.254, -0.317], [0.022, 0.209, 0.273], [0.480, 2.201, -0.568], [-3.213, 0.200, -1.588], [0.406, 1.570, -1.503], [-0.054, -0.377, 0.432], [0.318, -0.583, 0.081], [0.120, 0.197, 0.125], [2.333, -3.609, 1.829], [-0.048, -0.083, 0.368], [0.425, 0.200, 0.102], [-0.105, -1.093, 0.563], [0.041, -0.206, 0.204], [0.212, -0.181, 0.505], [0.025, 0.345, 0.101], [0.087, 0.077, -0.131], [-0.213, -0.155, 0.181], [0.335, -0.027, 0.171], [0.288, 0.021, 0.160], [0.108, -0.112, -0.299], [0.020, 0.366, 0.055], [-0.323, -0.150, 0.137], [-0.318, -0.355, -0.077], [-0.227, -0.174, 0.061], [-0.048, 0.177, -0.014], [0.242, 0.011, 0.157], [-0.118, 0.717, -0.413], [0.290, -0.282, -0.056], [-0.199, -0.055, -0.356], [-0.215, -0.243, 0.300], [-0.606, 0.038, -0.089], [0.272, -0.133, -0.264], [0.136, 0.032, 0.132], [-0.078, 0.225, -0.442], [0.438, -0.149, -0.405], [-0.182, -0.194, 0.192], [-0.157, 0.206, -0.164], [0.253, -0.071, 0.224], [-0.215, -0.204, 0.147], [0.155, 0.273, -0.006], [-0.318, 0.077, -0.066], [0.141, -0.317, -0.012], [0.223, 0.116, 0.026], [-0.138, -0.114, 0.228], [-0.174, -0.060, -0.201], [0.261, 0.238, -0.038], [-0.270, 0.246, -0.033], [0.224, 0.218, -0.131], [0.087, -0.336, -0.036], [-0.114, 0.022, 0.308], [0.194, -0.084, 0.076], [-0.079, 0.176, 0.243], [0.061, -0.389, -0.078], [-0.359, 0.070, -0.225], [-0.005, 0.158, 0.180], [-0.308, 0.031, -0.075], [0.017, -0.299, -0.054], [0.164, 0.344, -0.126], [-0.188, 0.206, 0.039], [-0.089, 0.112, 0.258], [0.239, 0.155, -0.218], [0.069, -0.285, -0.009], [1.953, 0.280, -0.942], [-1.308, -4.380, 3.708], [0.959, 3.260, -3.127], [0.834, -2.047, -0.760], [-2.408, 3.961, 0.809], [0.195, -0.310, -0.081], [0.142, 0.374, -0.269], [0.134, 0.560, 0.024], [-0.004, -0.576, 0.008], [0.040, -0.045, -0.432], [-0.009, -0.185, 0.331], [-0.027, 0.198, -0.084], [-0.079, -0.003, 0.230], [0.033, -0.354, -0.271], [-0.068, 0.181, 0.389], [-0.002, -0.223, 0.165], [0.174, -0.576, 0.125], [-0.406, 0.694, -0.618], [0.341, -0.029, -0.622], [0.447, -0.242, -0.465], [0.173, -0.994, -0.038], [-0.175, 0.526, -0.304], [-0.443, 0.349, 1.647], [0.391, 1.225, 0.514], [0.075, 0.238, 0.281], [0.030, -0.028, -0.308], [-0.272, 0.070, 0.175], [-0.015, 0.016, 0.064], [-0.004, 0.018, 0.031], [0.320, -0.069, 0.129], [-0.051, -0.283, -0.118], [-0.194, 0.121, 0.255]],
  "homo_lumo_gap_ev": [6.3061, 5.2126],
  "max_force_ev_per_a": 5.89,
  "total_charge": 3,
  "e_lumo_ev": [-9.71, -10.91],
  "mol_weight_da": 887.0,
  "multiplicity": 4
}